1.
This record from OMol25 describes a 2-piece molecular cluster, CH9N2O overall. The level of theory is ωB97M-V with the def2-TZVPD basis set.

Cartesian coordinates (Å):
N: -0.820 1.473 1.495
H: -1.555 1.853 0.903
H: -1.336 0.886 2.149
H: 0.134 0.455 0.404
H: -0.494 2.262 2.041
N: 0.833 -0.287 0.075
C: 0.209 -1.175 -0.947
O: 0.391 -0.459 -2.135
H: 1.165 -0.810 0.880
H: 1.659 0.137 -0.364
H: 0.723 -2.125 -0.950
H: -0.848 -1.280 -0.701
H: -0.062 -0.929 -2.850

Atomic forces in eV per Å
N -0.7 -0.2 -0.2
H 0.1 0.1 -0.1
H 0.2 0.0 0.1
H 0.6 0.1 0.5
H 0.3 0.0 0.0
N 0.0 -0.1 -0.5
C -0.1 0.6 -0.3
O -0.2 -0.3 0.1
H -0.1 -0.1 0.3
H -0.2 0.2 0.1
H 0.1 -0.3 0.1
H 0.0 -0.2 0.1
H 0.1 0.2 0.0

Properties
**Gap between HOMO and LUMO**: 12.352 eV
**Relative energy (zero: lowest compared OMol25 entry of this formula, charge and spin)**: 4.6 kcal per mole
**Highest occupied orbital energy**: -15.629 eV
**Charge**: +1


2.
This record from OMol25 describes an isolated molecule of C5H4N2. The level of theory is ωB97M-V with the def2-TZVPD basis set.

Cartesian coordinates (Å):
C: 2.636 -0.054 -0.212
C: 1.589 -0.458 0.228
C: 0.178 -0.407 0.410
C: -0.824 -0.939 -0.378
C: -1.842 0.031 -0.333
N: -1.535 1.046 0.469
N: -0.322 0.746 0.927
H: 3.447 0.409 -0.720
H: -0.779 -1.851 -0.953
H: -2.747 0.069 -0.921
H: 0.199 1.408 1.482

Atomic forces in eV per Å
C -0.3 -0.2 0.2
C 0.5 0.3 -0.3
C -0.1 0.2 -0.2
C 0.0 0.1 0.0
C -0.2 0.0 0.0
N -0.1 -0.3 0.0
N 0.1 0.1 0.0
H 0.3 -0.3 0.2
H 0.0 0.2 0.0
H -0.1 -0.1 0.3
H -0.2 0.0 -0.1

Properties
**Gap between HOMO and LUMO**: 9.862 eV
**Relative energy (zero: lowest compared OMol25 entry of this formula, charge and spin)**: 56.9 kcal per mole
**Highest occupied orbital energy**: -8.979 eV
**SMILES string**: C#Cc1ccn[nH]1


3.
This record from OMol25 describes a 2-piece molecular cluster, C4H12S overall at a distorted geometry. The level of theory is ωB97M-V with the def2-TZVPD basis set.

Cartesian coordinates (Å):
C: 2.908 -2.837 -1.036
C: 1.697 -1.060 0.761
S: 1.525 -1.709 -0.963
H: 2.620 -3.625 -1.715
H: 3.893 -2.375 -1.319
H: 3.147 -3.300 -0.063
H: 2.511 -0.367 0.890
H: 1.825 -1.919 1.440
H: 0.705 -0.659 1.056
C: -3.117 1.667 0.289
C: -2.124 2.799 -0.030
H: -3.827 1.744 -0.537
H: -2.600 0.692 0.137
H: -3.578 1.565 1.261
H: -1.489 2.611 -0.892
H: -2.602 3.787 -0.126
H: -1.494 2.986 0.849

Atomic forces in eV per Å
C 1.5 0.2 0.7
C -1.1 -1.2 -0.1
S -0.1 0.6 0.9
H 0.2 -0.2 -0.4
H -1.0 -0.2 -0.2
H -0.5 0.1 -0.2
H 0.1 0.4 -0.1
H 0.2 0.2 -0.2
H 0.7 0.3 -0.4
C 1.0 -0.7 -1.9
C -0.1 0.8 2.0
H -0.6 -0.4 0.4
H -0.2 0.5 0.1
H -0.1 0.7 0.2
H -0.1 -0.2 0.0
H -0.2 -0.4 -0.4
H 0.4 -0.3 -0.3

Properties
**Gap between HOMO and LUMO (alpha / beta)**: 2.181 / 8.873 eV
**Relative energy (zero: lowest compared OMol25 entry of this formula, charge and spin)**: 10.8 kcal per mole
**Highest occupied orbital energy (alpha / beta)**: 1.389 / -5.188 eV
**Charge**: -1
**Spin multiplicity**: 2